{"formula": "C36H88O16", "method": "wB97M-V/def2-TZVPD", "species": ["C", "C", "C", "O", "C", "H", "H", "H", "H", "H", "H", "H", "H", "C", "C", "C", "O", "C", "H", "H", "H", "H", "H", "H", "H", "H", "C", "C", "C", "O", "C", "H", "H", "H", "H", "H", "H", "H", "H", "C", "C", "C", "O", "C", "H", "H", "H", "H", "H", "H", "H", "H", "C", "O", "H", "H", "H", "H", "C", "O", "H", "H", "H", "H", "C", "O", "H", "H", "H", "H", "C", "O", "H", "H", "H", "H", "C", "O", "C", "C", "O", "C", "H", "H", "H", "H", "H", "H", "H", "H", "H", "H", "C", "O", "C", "C", "O", "C", "H", "H", "H", "H", "H", "H", "H", "H", "H", "H", "C", "O", "C", "C", "O", "C", "H", "H", "H", "H", "H", "H", "H", "H", "H", "H", "C", "O", "C", "C", "O", "C", "H", "H", "H", "H", "H", "H", "H", "H", "H", "H"], "xyz": [[4.832, 2.735, -1.844], [5.170, 4.157, -1.454], [3.902, 4.674, -0.770], [3.425, 3.463, -0.224], [4.309, 2.415, -0.500], [5.694, 2.141, -2.149], [4.016, 2.929, -2.540], [5.426, 4.746, -2.334], [5.939, 4.253, -0.688], [3.203, 5.091, -1.496], [4.209, 5.340, 0.035], [3.724, 1.496, -0.454], [5.063, 2.300, 0.279], [-4.414, -1.520, -0.703], [-5.639, -2.098, -1.326], [-6.712, -1.568, -0.368], [-6.005, -1.119, 0.864], [-4.664, -1.498, 0.747], [-4.318, -0.531, -1.150], [-3.485, -2.019, -0.979], [-5.540, -3.183, -1.279], [-5.690, -1.825, -2.380], [-7.375, -2.341, 0.021], [-7.288, -0.752, -0.805], [-4.413, -2.353, 1.375], [-3.977, -0.734, 1.110], [4.649, -3.708, 0.147], [4.345, -4.890, 1.028], [2.874, -5.099, 0.911], [2.570, -4.674, -0.370], [3.378, -3.537, -0.577], [5.429, -3.782, -0.611], [4.987, -2.790, 0.628], [4.612, -4.819, 2.083], [4.683, -5.830, 0.593], [2.310, -4.449, 1.580], [2.719, -6.160, 1.108], [2.927, -2.595, -0.266], [3.428, -3.419, -1.660], [2.115, 0.665, -4.837], [3.550, 0.948, -4.818], [3.595, 2.216, -5.692], [2.539, 2.018, -6.679], [1.456, 1.439, -6.015], [1.490, 0.834, -3.960], [1.900, -0.379, -5.064], [4.097, 0.198, -5.388], [4.024, 0.892, -3.839], [4.582, 2.444, -6.093], [3.324, 3.155, -5.209], [0.760, 0.884, -6.644], [0.837, 2.248, -5.627], [-2.327, 1.744, 2.278], [-2.621, 0.486, 2.943], [-2.955, 1.645, 1.393], [-2.746, 2.575, 2.847], [-1.298, 2.037, 2.068], [-2.043, -0.208, 2.619], [-1.658, 1.795, 6.269], [-0.941, 0.936, 5.438], [-2.284, 1.161, 6.896], [-0.952, 2.242, 6.968], [-2.096, 2.646, 5.746], [-1.558, 0.648, 4.761], [2.652, -1.077, 6.164], [2.360, -2.292, 6.902], [2.949, -1.218, 5.125], [1.762, -0.450, 6.119], [3.451, -0.466, 6.584], [1.480, -2.204, 7.275], [0.820, -3.756, -3.812], [0.055, -4.202, -4.935], [1.405, -2.879, -4.086], [0.143, -3.547, -2.984], [1.448, -4.576, -3.464], [0.463, -4.946, -5.384], [-1.326, 0.221, -2.342], [-0.827, -0.860, -1.557], [0.542, -0.814, -1.302], [0.804, -0.016, -0.064], [0.261, -0.828, 1.055], [0.676, -0.590, 2.365], [-1.441, 1.240, -1.972], [-2.299, 0.097, -2.817], [-0.835, 0.271, -3.314], [1.081, -0.347, -2.126], [0.757, -1.880, -1.239], [0.216, 0.901, -0.051], [1.892, 0.008, -0.014], [1.377, -1.306, 2.794], [-0.207, -0.718, 2.992], [1.182, 0.366, 2.495], [-1.035, -4.394, -0.387], [-1.990, -5.282, 0.266], [-2.478, -4.978, 1.534], [-3.863, -5.581, 1.870], [-4.183, -5.652, 3.231], [-3.645, -6.692, 4.016], [-0.048, -4.375, 0.076], [-1.529, -3.435, -0.546], [-0.960, -4.777, -1.405], [-2.528, -3.900, 1.684], [-1.681, -5.246, 2.228], [-3.874, -6.639, 1.608], [-4.563, -5.057, 1.220], [-4.198, -7.610, 3.822], [-3.692, -6.418, 5.070], [-2.615, -6.896, 3.724], [0.294, 4.590, 7.179], [1.232, 3.689, 6.591], [1.379, 3.631, 5.172], [2.510, 2.737, 4.903], [3.101, 2.902, 3.602], [4.004, 3.986, 3.446], [0.709, 5.577, 6.976], [0.225, 4.329, 8.235], [-0.649, 4.491, 6.640], [1.565, 4.646, 4.820], [0.476, 3.305, 4.655], [2.193, 1.697, 4.980], [3.199, 2.788, 5.746], [3.556, 4.921, 3.782], [4.488, 3.966, 2.469], [4.899, 3.761, 4.027], [-5.510, 5.665, -4.728], [-4.108, 5.619, -4.541], [-3.443, 4.807, -5.587], [-3.394, 3.311, -5.235], [-2.605, 2.475, -6.222], [-2.464, 1.072, -5.912], [-5.739, 5.973, -5.748], [-6.061, 6.242, -3.985], [-5.931, 4.709, -4.417], [-2.409, 5.151, -5.607], [-3.794, 4.933, -6.611], [-4.415, 2.942, -5.332], [-3.008, 3.105, -4.237], [-1.952, 0.972, -4.955], [-1.960, 0.483, -6.678], [-3.442, 0.610, -5.787]], "forces_ev_per_angstrom": [[0.9, 1.3, 0.7], [0.9, 2.0, -1.1], [1.4, -0.9, -0.4], [-1.6, 0.1, 1.2], [-1.5, -2.0, 0.5], [-0.3, 0.0, -0.4], [0.0, -1.1, -0.4], [0.3, 0.3, 0.1], [0.5, -0.3, -0.4], [-0.3, 0.2, 0.3], [-0.5, 0.4, -0.1], [-0.2, -0.1, 0.0], [0.5, 0.2, -0.1], [1.5, -0.4, -1.7], [-0.1, -0.9, 0.2], [0.3, -0.3, 1.1], [-1.1, 0.2, -1.0], [1.0, 1.3, 0.7], [0.2, 0.5, 0.6], [0.0, -0.3, 0.0], [-0.4, -0.2, 0.0], [-0.5, 0.1, 0.1], [-0.3, 0.0, -0.5], [0.1, 0.2, 0.3], [-0.2, -0.7, -0.5], [-0.4, 0.4, 0.6], [1.8, 0.7, -0.4], [0.8, -1.0, 0.6], [-0.5, 0.4, 1.2], [-0.5, -0.2, -1.1], [-1.6, 1.3, -1.7], [0.3, -1.0, 0.2], [-0.5, -0.1, 0.6], [0.5, 0.0, -0.2], [1.0, 0.2, 0.2], [-0.2, -0.2, 0.6], [-0.9, 0.1, -0.3], [-0.8, 0.0, 0.5], [0.4, -0.1, -0.1], [-3.6, -1.9, -0.5], [1.3, 0.5, -0.8], [-0.6, 0.6, 0.2], [1.9, -0.1, -0.8], [0.2, 0.8, 1.4], [0.6, 0.4, 0.4], [0.3, -0.4, 0.2], [-0.1, -0.2, -0.2], [-0.1, 0.8, 0.0], [-0.2, -0.5, -0.8], [-0.1, 0.0, 0.8], [0.7, -0.3, -0.4], [-0.2, 0.3, 0.3], [-1.5, -0.6, -0.3], [0.8, 0.9, 0.9], [0.5, 0.7, -0.6], [-0.1, -0.3, 0.4], [0.2, -0.7, 0.0], [0.1, 0.1, -0.4], [0.8, 0.0, 1.3], [0.7, -0.2, -0.8], [-0.9, 0.6, -0.1], [0.2, 0.0, 0.0], [-0.7, -0.3, -0.1], [-0.1, -0.2, -0.5], [-0.7, 0.2, 0.2], [0.7, 0.8, -0.7], [-0.1, -0.8, 0.0], [-0.1, 0.1, 0.1], [0.1, -0.3, 0.6], [0.1, 0.1, -0.1], [-0.2, -0.9, -0.3], [-0.4, 0.3, 0.0], [0.1, 0.0, 0.2], [-0.1, 0.3, -0.2], [0.4, 0.2, 0.1], [0.2, 0.1, 0.2], [-0.3, -0.2, -1.6], [-2.3, 1.2, -1.1], [-0.7, 0.1, -0.2], [-0.3, -2.2, 1.8], [0.4, 0.1, -1.6], [0.3, 0.2, 0.5], [0.8, -0.1, 1.0], [-0.7, -1.2, 1.0], [1.2, 0.2, 0.2], [0.2, -0.1, -0.3], [0.9, 0.2, 0.4], [0.7, 0.4, -0.2], [0.1, 0.9, 0.6], [0.3, -0.5, -0.5], [0.0, 0.5, 0.3], [-0.4, 0.4, 0.1], [-1.7, -0.7, 0.0], [0.0, -0.4, -1.4], [1.1, 1.0, 1.1], [1.5, -1.9, -0.7], [-0.7, 2.2, 0.8], [0.3, -0.2, -1.1], [-0.1, 0.2, 0.2], [0.4, 0.5, 0.6], [0.3, -0.4, 0.2], [-0.3, 0.5, -0.2], [-0.2, -0.5, 0.7], [0.2, -0.1, -1.1], [-0.6, 0.1, 0.7], [-0.2, -0.2, 0.2], [-0.1, 0.1, -0.2], [0.3, 0.1, 0.2], [0.9, -0.4, -1.7], [0.1, -1.1, 0.4], [-1.3, 1.7, 0.8], [1.3, -1.3, -0.5], [-0.4, -0.2, 0.1], [0.6, -1.0, 1.0], [-0.4, 0.5, 0.5], [-0.1, 0.2, -0.2], [-0.4, 0.1, 0.4], [0.3, 0.3, -0.3], [-0.3, -0.2, 0.2], [-0.2, -0.1, -0.5], [0.6, 0.6, -0.2], [0.2, 0.2, -0.5], [-1.1, 0.3, -0.5], [0.0, 0.3, 0.9], [-0.3, -0.9, 0.6], [0.7, -0.8, -1.4], [1.3, 0.1, 1.1], [-0.1, -1.9, -1.2], [-0.2, 1.1, 0.4], [-1.0, 1.1, 0.9], [-0.4, -0.1, 0.1], [0.8, 1.1, -0.1], [-0.1, -0.7, -0.9], [0.0, 0.3, 0.1], [-0.7, 0.2, 0.2], [-0.2, -0.2, 0.4], [0.0, 0.3, 0.1], [0.3, -0.1, 0.0], [0.2, 0.7, -0.2], [-0.3, 0.0, 0.0]], "lowdin_charge": [-0.162, -0.195, -0.189, -0.138, -0.257, 0.128, 0.115, 0.114, 0.114, 0.121, 0.115, 0.108, 0.124, -0.209, -0.168, -0.134, -0.122, -0.241, 0.115, 0.108, 0.110, 0.113, 0.112, 0.112, 0.115, 0.101, -0.170, -0.161, -0.253, -0.121, -0.239, 0.113, 0.114, 0.123, 0.118, 0.123, 0.132, 0.106, 0.123, -0.190, -0.168, -0.163, -0.133, -0.206, 0.085, 0.102, 0.117, 0.098, 0.118, 0.111, 0.116, 0.110, -0.107, -0.142, 0.073, 0.077, 0.078, 0.046, -0.169, -0.127, 0.087, 0.059, 0.081, 0.034, -0.149, -0.118, 0.064, 0.061, 0.072, 0.066, -0.145, -0.122, 0.066, 0.055, 0.082, 0.071, -0.107, -0.168, -0.226, -0.119, -0.195, -0.117, 0.094, 0.070, 0.058, 0.109, 0.117, 0.130, 0.112, 0.076, 0.070, 0.093, -0.046, -0.189, -0.228, -0.190, -0.193, -0.100, 0.078, 0.071, 0.079, 0.106, 0.117, 0.118, 0.121, 0.085, 0.091, 0.081, -0.089, -0.214, -0.211, -0.198, -0.181, -0.095, 0.086, 0.095, 0.072, 0.119, 0.121, 0.111, 0.132, 0.086, 0.074, 0.082, -0.125, -0.184, -0.165, -0.140, -0.214, -0.100, 0.090, 0.084, 0.077, 0.119, 0.122, 0.111, 0.118, 0.047, 0.087, 0.081], "max_force_ev_per_a": 4.12, "homo_energy_ha": -0.34070, "smiles": "C1CCOC1.C1CCOC1.C1CCOC1.C1CCOC1.COCCOC.COCCOC.COCCOC.COCCOC.CO.CO.CO.CO", "orbital_gap_ev": 9.61, "lumo_ev": 0.3, "e_tot_ev": -71505.2650}